DFT (the ωB97M-V functional and the def2-TZVPD basis) results for C24H18NO3PPdS as an isolated structure.

Last column: Mulliken spin population.
Geometry (Å):
1 Pd -0.2787 0.5158 1.6277  0.549
2 O 1.5159 1.0606 2.5293  0.051
3 N 1.5439 2.3488 2.9036  0.010
4 C 2.3524 2.6849 3.9254  -0.003
5 C 2.4842 3.9993 4.2897  0.004
6 C 1.7732 4.9709 3.5883  -0.003
7 C 0.9398 4.5958 2.5561  0.002
8 C 0.8210 3.2522 2.2173  -0.006
9 S -0.2081 2.6677 0.9390  -0.023
10 H 2.8527 1.8508 4.3931  -0.001
11 H 3.1291 4.2559 5.1163  0.000
12 H 1.8601 6.0134 3.8600  0.000
13 H 0.3569 5.3222 2.0082  0.000
14 O -0.7508 -1.3625 2.4661  0.003
15 C -1.8896 -1.1393 1.9274  0.027
16 O -2.4139 0.0077 1.9594  0.128
17 C -2.3782 -2.0873 0.8853  -0.020
18 C -3.3701 -3.0395 1.0100  -0.004
19 C -3.7335 -3.7819 -0.1074  0.002
20 C -3.1242 -3.5634 -1.3351  0.002
21 C -2.1326 -2.6011 -1.4622  -0.005
22 C -1.7478 -1.8682 -0.3459  -0.009
23 P -0.4340 -0.6246 -0.4563  0.184
24 C -0.7446 0.3976 -1.8902  0.020
25 C -1.7725 1.3383 -1.8040  0.026
26 C -2.0911 2.1061 -2.9099  -0.004
27 C -1.3880 1.9370 -4.0967  0.011
28 C -0.3701 0.9981 -4.1836  -0.003
29 C -0.0430 0.2226 -3.0815  0.011
30 C 1.1482 -1.4388 -0.5891  0.012
31 C 2.2794 -0.6592 -0.8497  0.021
32 C 3.5244 -1.2579 -0.8985  -0.013
33 C 3.6460 -2.6249 -0.6740  0.022
34 C 2.5260 -3.3945 -0.3947  -0.008
35 C 1.2725 -2.8053 -0.3451  0.019
36 H -3.8592 -3.1981 1.9613  -0.001
37 H -4.5084 -4.5314 -0.0195  0.000
38 H -3.4259 -4.1394 -2.1991  0.000
39 H -1.6667 -2.4220 -2.4240  0.001
40 H -2.3270 1.4596 -0.8792  -0.008
41 H -2.8865 2.8361 -2.8475  0.000
42 H -1.6371 2.5405 -4.9592  0.001
43 H 0.1711 0.8672 -5.1108  0.000
44 H 0.7511 -0.5098 -3.1490  0.001
45 H 2.1833 0.4093 -1.0064  0.001
46 H 4.4019 -0.6604 -1.1047  0.000
47 H 4.6220 -3.0900 -0.7110  0.001
48 H 2.6272 -4.4555 -0.2115  0.000
49 H 0.3996 -3.4031 -0.1175  0.002

Atomic forces in eV per Å
Pd 0.367 0.424 0.034
O -0.295 -0.168 0.411
N 0.106 0.092 -0.289
C 0.063 0.033 0.003
C 0.011 -0.029 0.026
C -0.046 -0.018 -0.049
C 0.030 0.090 0.031
C 0.071 -0.157 -0.029
S -0.052 -0.137 -0.162
H 0.008 0.004 -0.006
H 0.005 -0.006 -0.003
H -0.004 0.002 0.002
H -0.002 -0.007 -0.008
O -0.008 -0.095 -0.176
C -0.108 0.011 -0.056
O -0.099 -0.208 0.085
C 0.012 -0.034 0.036
C -0.011 -0.013 -0.022
C 0.006 0.004 0.016
C 0.004 0.001 -0.009
C 0.018 -0.003 -0.013
C 0.001 -0.007 -0.002
P -0.033 0.204 0.196
C -0.036 -0.011 -0.009
C -0.026 -0.020 -0.020
C -0.001 0.000 0.009
C 0.007 -0.005 -0.004
C -0.004 0.008 -0.003
C 0.021 0.018 0.022
C 0.006 0.029 -0.014
C 0.010 -0.007 0.013
C -0.003 0.009 -0.001
C -0.009 -0.005 0.002
C 0.012 -0.001 -0.001
C -0.009 0.003 -0.009
H -0.001 0.002 -0.001
H 0.000 -0.001 -0.001
H 0.000 0.001 0.000
H -0.003 -0.002 -0.003
H 0.000 0.000 0.004
H -0.001 0.000 -0.001
H -0.001 0.000 0.000
H -0.001 0.000 -0.001
H -0.004 0.000 -0.002
H -0.004 0.002 0.002
H 0.001 -0.002 -0.002
H 0.000 0.000 0.002
H 0.001 0.000 0.000
H -0.001 0.002 -0.002

Values from the calculation:
**HOMO energy (spin up / spin down)**: -11.51 / -11.63 eV
**E_tot**: -56408.9692 eV
**Charge**: +1
**HOMO-LUMO gap (spin up / spin down)**: 6.8 / 6.5 eV
**Maximum force**: 0.56 eV/A
**2S+1**: 2